# 1
{"formula": "C8H10O2", "method": "wB97M-V/def2-TZVPD", "species": ["C", "C", "C", "C", "C", "C", "C", "C", "O", "O", "H", "H", "H", "H", "H", "H", "H", "H", "H", "H"], "coordinates": [[-2.29, -0.24, 1.93], [-1.90, 0.21, 0.89], [0.98, 1.57, -0.09], [-0.32, 1.80, -0.22], [1.73, 0.29, 0.12], [0.86, -1.01, -0.01], [-0.29, -0.87, -0.99], [-1.33, 0.76, -0.34], [-1.27, -1.88, -0.91], [-2.24, 1.26, -1.28], [-2.83, -0.84, 2.60], [1.73, 2.46, -0.12], [-0.80, 2.68, -0.44], [2.63, 0.49, -0.60], [2.26, 0.11, 1.05], [1.41, -1.93, -0.32], [0.63, -1.37, 1.00], [-0.15, -0.59, -1.95], [-1.34, -1.96, 0.08], [-2.87, 0.53, -1.27]], "total_charge": 0, "orbital_gap_ev": [5.3, 7.6], "e_above_lowest_kj_mol": 218.0, "spin_multiplicity": 3}

---

# 2
{"formula": "C8H10OSe", "method": "wB97M-V/def2-TZVPD", "species": ["C", "C", "C", "C", "C", "C", "C", "C", "O", "Se", "H", "H", "H", "H", "H", "H", "H", "H", "H", "H"], "coordinates": [[-1.20, 2.60, -0.22], [0.12, 2.27, -0.22], [-2.08, 1.62, -0.01], [0.55, 1.00, 0.06], [-1.73, 0.34, 0.37], [-0.43, -0.02, 0.25], [1.10, -1.81, 1.13], [-0.16, -1.52, 0.38], [1.64, -1.41, -1.65], [-1.12, -2.72, -0.39], [-1.53, 3.70, -0.29], [0.85, 3.10, -0.43], [-3.18, 1.84, 0.06], [1.57, 0.78, 0.23], [-2.46, -0.37, 0.64], [1.04, -1.47, 2.23], [1.37, -2.90, 1.03], [1.83, -1.28, 0.59], [1.34, -2.38, -1.61], [2.47, -1.37, -2.16]], "total_charge": 0, "orbital_gap_ev": [7.0, 6.7], "spin_multiplicity": 3}

---

no.,electronic energy (hartree)
1,-460.99916
2,-2787.37443